1.
84
Properties=species:S:1:pos:R:3:forces:R:3 method="wB97M-V/def2-TZVPD" orbital_gap_ha=0.214 lumo_energy_ev=-4.19 charge=+1 e_above_lowest_kcal_mol=52.50
Sn 1.035307 -0.312103 -0.815097 -0.51 0.44 0.50
C -2.460978 -0.294047 -5.279114 0.02 0.01 -0.03
C -2.278643 -1.073770 -4.146620 0.04 0.01 0.09
C -1.538490 -0.587998 -3.080338 -0.06 0.05 0.00
C -0.956258 0.677113 -3.127919 0.00 0.02 0.18
C -1.114503 1.440794 -4.281338 0.08 0.01 -0.09
C -1.873844 0.961325 -5.340402 0.01 0.04 0.05
N -0.162891 1.111012 -2.032125 0.24 -0.58 -0.49
C -0.098329 2.379567 -1.636837 -0.27 0.28 0.14
C -1.097713 3.374822 -1.894181 0.06 -0.12 -0.07
C -0.989692 4.616209 -1.353807 0.19 0.16 0.16
C 0.113317 5.000230 -0.526903 -0.27 0.04 -0.12
C 1.085966 4.098658 -0.258798 0.18 -0.30 -0.09
C 0.994673 2.786440 -0.805811 -0.05 0.08 -0.11
N 1.954465 1.842456 -0.697944 -0.18 0.02 0.14
N 3.065217 2.085928 -0.158653 0.28 -0.04 -0.07
C 3.939045 0.993901 -0.305558 0.00 -0.05 0.17
C 5.288647 1.217944 -0.060125 0.10 0.12 0.06
C 6.187011 0.205414 -0.308648 0.11 0.05 0.03
C 5.720422 -1.000059 -0.823614 0.01 -0.01 0.02
C 4.366150 -1.150204 -1.004318 -0.21 0.18 -0.05
N 3.471086 -0.187675 -0.710720 0.04 -0.20 -0.13
H -3.036317 -0.671522 -6.114621 0.00 0.03 0.04
H -2.715067 -2.063171 -4.092887 0.01 0.01 0.01
H -1.395800 -1.198361 -2.195209 -0.06 -0.03 -0.01
H -0.604948 2.392890 -4.366598 -0.07 0.01 0.00
H -1.998984 1.573458 -6.224645 0.05 -0.02 0.01
H -1.957514 3.109626 -2.493047 0.01 0.01 0.00
H -1.776181 5.337796 -1.538285 0.02 0.00 -0.01
H 0.158490 6.000866 -0.119468 -0.03 -0.02 -0.01
H 1.939576 4.334652 0.362539 0.00 0.02 -0.02
H 5.592334 2.197369 0.282729 0.00 -0.04 0.03
H 7.244076 0.354294 -0.129368 -0.03 0.01 -0.03
H 6.392565 -1.803447 -1.088719 -0.01 0.01 0.01
H 3.983676 -2.065062 -1.437244 0.04 0.14 -0.10
N 1.962763 -2.951507 -0.297966 -0.04 0.03 -0.12
C 1.638947 -3.561888 -1.595093 0.11 0.20 0.25
C 1.680498 -2.569278 -2.754155 -0.23 0.23 -0.03
O 1.900203 -2.979339 -3.858483 0.09 0.08 -0.17
O 1.397552 -1.285403 -2.510657 0.27 -0.64 -0.16
H 2.960520 -2.809773 -0.234764 0.01 -0.08 0.12
H 1.747540 -3.588225 0.458519 -0.24 0.01 0.03
H 0.616940 -3.946568 -1.573392 -0.01 -0.02 0.08
H 2.295203 -4.392947 -1.847204 -0.03 -0.04 -0.14
C -0.373968 0.250087 4.203620 0.07 0.01 0.05
C 0.355437 -0.092799 2.882184 -0.01 0.00 0.25
C 1.259001 -1.308583 3.120740 0.01 0.01 0.11
C 1.280801 1.070932 2.504815 -0.04 -0.02 0.15
Si -1.010911 -0.440926 1.621898 0.63 0.10 -0.58
C -1.771466 -2.172721 1.579962 0.01 -0.14 -0.03
C -2.432391 -2.385014 2.961337 0.01 -0.07 0.04
C -2.835711 -2.299714 0.478822 -0.15 -0.13 0.14
C -0.782359 -3.317435 1.349793 -0.06 -0.07 0.02
C -2.274116 0.944413 1.341137 0.09 0.18 -0.21
C -1.662230 2.333713 1.577891 -0.14 0.05 0.03
C -2.840534 0.942383 -0.089033 -0.19 0.04 0.09
C -3.442373 0.752027 2.329117 -0.03 0.02 0.06
H 0.375906 0.422947 4.981982 -0.04 -0.01 -0.01
H -1.022009 -0.559720 4.546023 0.05 0.05 0.01
H -0.977395 1.154885 4.125013 0.05 -0.02 0.02
H 2.077133 -1.007469 3.783268 -0.04 -0.03 -0.01
H 1.706277 -1.670294 2.191273 -0.01 -0.01 0.00
H 0.734255 -2.128967 3.611586 0.01 -0.01 -0.04
H 1.959046 1.252463 3.345970 -0.03 0.00 -0.05
H 0.763588 2.002352 2.293122 -0.01 0.02 -0.03
H 1.900891 0.821523 1.645279 0.03 -0.04 0.06
H -3.152967 -1.610888 3.219099 0.03 -0.07 0.03
H -1.694200 -2.446107 3.764967 -0.03 -0.06 -0.07
H -2.971459 -3.337729 2.936314 0.03 0.03 0.01
H -3.716235 -1.688959 0.675199 0.04 -0.04 -0.05
H -3.168199 -3.342959 0.442415 0.00 0.06 0.01
H -2.445049 -2.046929 -0.509523 -0.03 -0.02 0.06
H 0.081984 -3.288971 2.006164 0.03 0.00 0.00
H -0.450535 -3.319636 0.314593 0.08 -0.01 -0.06
H -1.303049 -4.263106 1.533670 0.01 0.04 -0.04
H -0.832444 2.537287 0.901933 -0.03 0.00 0.05
H -1.325569 2.482104 2.603876 -0.01 0.02 -0.03
H -2.434265 3.084829 1.378114 0.04 -0.03 0.01
H -2.080414 1.209214 -0.813186 -0.06 -0.04 0.00
H -3.637662 1.693461 -0.142449 0.07 -0.03 0.00
H -3.271563 -0.009005 -0.387595 -0.02 0.07 0.00
H -3.121612 0.682645 3.373090 -0.05 0.03 -0.09
H -4.043557 -0.125753 2.091248 0.00 0.07 0.02
H -4.096116 1.626001 2.243160 0.03 -0.03 0.01

***

2.
30
Properties=species:S:1:pos:R:3:forces:R:3 method="wB97M-V/def2-TZVPD" orbital_gap_ha="0.186 / 0.262" lumo_energy_ev="-1.96 / -0.93" charge=0 e_above_lowest_kcal_mol=89.98
C -0.374850 -1.983964 0.042797 0.92 1.37 1.11
C 0.635763 -1.296580 -0.524112 2.40 -1.01 -0.14
C -0.633287 -1.940112 1.484467 -0.57 -0.64 2.18
C 0.713021 -1.715717 2.353505 -3.41 1.59 -0.61
C 1.419294 -0.470234 1.782631 0.63 -1.55 0.56
C 1.549891 -0.531494 0.295639 -2.03 1.01 -0.11
C 2.636049 0.223602 -0.320988 0.27 -0.58 -2.12
C -2.042948 0.761537 -1.475253 3.76 -0.22 3.43
C -0.872714 2.895606 -1.996863 -0.70 -1.08 -1.54
N -1.433734 2.029337 -1.004233 -0.10 -0.94 -0.44
O -0.124712 3.010025 0.820462 0.56 -0.34 0.39
O -1.448952 0.909110 1.129839 0.02 -0.41 1.33
S -0.476667 1.667458 0.365276 -0.12 1.33 -1.03
H -1.061263 -2.368611 -0.622640 -1.49 -1.41 -1.08
H 0.934095 -1.608655 -1.572176 -0.54 1.24 1.04
H -1.311801 -1.086586 1.695105 0.30 -0.40 -0.17
H -1.231955 -2.857875 1.820992 1.05 1.04 -0.42
H 0.392823 -1.511180 3.438401 0.87 -0.86 -1.56
H 1.301180 -2.572059 2.111974 0.69 -0.70 0.71
H 1.030928 0.493316 2.106752 -0.21 -0.13 0.09
H 2.422512 -0.553679 2.214617 0.28 0.48 -0.23
H 3.376301 -0.559444 -0.638217 -0.03 0.73 0.35
H 3.097067 1.005740 0.290935 -0.21 -0.27 -0.22
H 2.214478 0.586292 -1.301867 0.82 0.14 0.97
H -2.451443 0.401197 -0.532235 -0.24 -0.71 -0.57
H -2.751371 0.843773 -2.154235 -3.37 1.05 -3.24
H -1.269429 0.077766 -1.875609 -0.28 0.12 0.15
H -1.665192 3.440916 -2.504716 -0.14 -0.19 -0.26
H -0.241045 3.610788 -1.631860 1.29 1.98 1.82
H -0.198389 2.431618 -2.725483 -0.42 -0.65 -0.38

***

3.
88
Properties=species:S:1:pos:R:3:forces:R:3 method="wB97M-V/def2-TZVPD" orbital_gap_ha="0.211 / 0.245" lumo_energy_ev="-4.83 / -3.91" charge=+1 e_above_lowest_kcal_mol=21.32
W 1.132778 -1.400588 0.723174 -1.09 1.58 -0.64
N 0.848052 -1.303220 4.409952 -0.01 0.04 -0.06
C 0.337840 -2.360113 5.293177 0.01 0.04 0.10
C -1.170060 -2.473385 5.158964 0.03 0.09 0.01
N -1.539992 -2.756310 3.789132 -0.03 -0.17 0.11
C -2.860719 -3.320436 3.602634 -0.09 0.08 -0.01
C -3.015326 -3.858075 2.194248 0.05 0.04 -0.03
N -2.964952 -2.748741 1.232719 -0.06 0.11 0.00
H 1.844981 -1.177227 4.539183 0.01 -0.05 -0.01
H 0.409062 -0.418664 4.647403 0.01 -0.01 0.07
H 0.593012 -2.190526 6.346414 -0.03 -0.01 0.01
H 0.783320 -3.310300 4.992823 0.03 0.04 -0.05
H -1.637410 -1.560513 5.569649 -0.04 0.00 -0.05
H -1.518604 -3.299213 5.783143 0.05 0.00 0.03
H -1.406059 -1.949496 3.196179 0.12 -0.05 -0.09
H -3.680594 -2.602477 3.795276 0.04 -0.02 0.06
H -2.987925 -4.133517 4.320556 0.00 -0.04 -0.04
H -3.942537 -4.437040 2.122861 -0.02 0.00 0.04
H -2.173080 -4.522577 1.993329 -0.04 -0.04 -0.04
H -3.616431 -2.025986 1.525108 -0.06 -0.03 -0.02
H -3.290468 -3.054680 0.322965 0.10 -0.02 -0.02
O 0.910853 -3.965506 -1.222400 0.09 -0.21 0.07
P 2.479659 -3.808907 -0.943629 -0.66 -0.01 -0.46
O 3.285913 -4.481154 -1.943357 0.52 0.08 0.24
O 2.578995 -2.307440 -0.609274 -0.16 -0.27 -0.12
O 2.652573 -4.488016 0.569823 -0.15 0.15 0.23
P 2.049973 -3.670346 1.792428 0.08 -0.06 0.21
O 2.173013 -4.641586 3.001972 -0.02 0.15 -0.05
O 2.706527 -2.309490 1.983841 -0.05 -0.13 0.12
O 0.606599 -3.232083 1.459424 0.17 -0.08 -0.53
H 0.710092 -4.745012 -1.754320 0.04 -0.03 -0.04
H 2.606542 -5.488207 2.827545 -0.04 0.00 -0.03
C -2.215607 -0.129848 -4.942356 0.04 0.04 -0.02
Si -1.002194 1.250477 -4.551331 0.01 0.04 -0.03
C 0.698919 0.848566 -5.242930 -0.08 -0.04 0.01
C -1.574996 2.873833 -5.306011 0.00 -0.03 0.05
Si -0.893067 1.479234 -2.194032 0.10 -0.06 -0.06
Te 0.501457 -0.620735 -1.790605 0.36 -0.39 0.60
Si 0.459402 3.298775 -1.584172 -0.10 0.10 0.10
C 2.106852 3.253937 -2.487676 -0.04 -0.02 0.01
C -0.519257 4.836843 -2.046129 0.14 -0.01 0.09
C 0.760111 3.249512 0.277800 0.02 -0.04 -0.13
Si -3.044473 1.476628 -1.252433 -0.07 0.07 -0.06
C -4.051796 2.535071 -2.440811 -0.06 -0.09 0.14
C -3.105625 2.300007 0.431719 -0.13 0.05 -0.08
C -3.696750 -0.280390 -1.204707 0.01 0.06 0.00
H -2.057931 -0.494988 -5.959781 -0.01 0.02 -0.02
H -3.245402 0.226636 -4.875433 -0.01 -0.01 0.03
H -2.108412 -0.980473 -4.266257 0.02 -0.01 0.00
H 0.648639 0.867621 -6.334913 0.00 0.02 -0.01
H 1.057398 -0.141045 -4.954739 -0.01 0.00 0.03
H 1.442461 1.584352 -4.932317 0.01 0.01 0.00
H -1.865875 2.726430 -6.348736 0.01 -0.05 -0.01
H -0.767691 3.609062 -5.297098 0.00 0.02 0.03
H -2.432313 3.300069 -4.782530 0.02 -0.01 -0.01
H 2.012941 3.689306 -3.484133 0.00 -0.03 -0.03
H 2.486744 2.236520 -2.602713 0.02 -0.01 0.02
H 2.856167 3.835637 -1.945621 -0.01 0.03 0.00
H -0.754915 4.866423 -3.110717 0.00 -0.03 -0.02
H 0.051948 5.738226 -1.808704 -0.01 0.00 0.00
H -1.457802 4.886479 -1.490295 -0.01 -0.01 0.00
H 1.048224 2.236856 0.566877 -0.01 0.05 -0.02
H -0.141376 3.516882 0.831333 -0.02 -0.02 0.01
H 1.561958 3.931140 0.570505 -0.01 0.06 -0.02
H -3.589077 3.509115 -2.610704 0.02 0.01 0.02
H -5.044354 2.714437 -2.018541 -0.01 0.00 -0.01
H -4.188009 2.048699 -3.407871 0.03 -0.01 -0.01
H -2.876255 3.364249 0.341881 0.01 0.01 0.01
H -2.435470 1.867384 1.167835 0.06 -0.06 0.03
H -4.125309 2.217946 0.819387 0.00 0.03 0.00
H -3.944182 -0.613247 -2.215096 0.03 -0.04 0.01
H -4.604911 -0.343612 -0.600475 -0.03 0.03 -0.01
H -2.962669 -0.969236 -0.782568 0.03 0.00 0.02
S -0.456392 -0.092786 1.242003 0.62 -0.61 0.32
C 2.691453 0.086214 1.019989 0.42 -0.42 -0.03
N 3.764212 0.065044 0.262917 -0.04 0.05 0.12
C 4.877456 0.974928 0.500583 0.09 0.08 0.06
C 5.194442 0.977564 1.987840 -0.01 -0.13 -0.02
C 3.943196 1.308534 2.794912 0.04 -0.03 0.02
N 2.724851 0.791448 2.155946 -0.05 0.56 -0.55
H 3.804663 -0.618570 -0.480592 -0.04 -0.04 -0.01
H 4.587436 1.972377 0.159817 0.03 0.02 -0.01
H 5.725143 0.643081 -0.093471 0.00 0.01 0.01
H 5.985876 1.688127 2.220771 -0.01 0.02 -0.02
H 5.556949 -0.014388 2.259917 -0.01 -0.01 0.01
H 3.827860 2.379032 2.965710 0.02 0.02 -0.13
H 4.023687 0.824463 3.769697 -0.06 0.11 0.05
H 1.856034 1.252984 2.378112 -0.12 -0.45 0.52

***

4.
7
Properties=species:S:1:pos:R:3:forces:R:3 method="wB97M-V/def2-TZVPD" orbital_gap_ha=0.336 lumo_energy_ev=-0.48 charge=0 e_above_lowest_kcal_mol=88.74
C 0.599131 0.847483 0.054657 -0.25 -0.18 0.16
C -0.432341 -0.156180 0.336890 -0.13 -3.78 1.91
N 0.573046 -0.301328 -0.679297 -0.25 1.05 1.49
O 1.093203 1.900130 0.270441 0.21 -0.05 -0.32
Cl -2.128357 -0.129905 -0.079223 0.27 0.38 -0.02
H -0.391917 -1.471064 1.686330 0.16 2.80 -2.61
H 0.687232 -0.689137 -1.589798 -0.01 -0.22 -0.61

***

5.
93
Properties=species:S:1:pos:R:3:forces:R:3 method="wB97M-V/def2-TZVPD" orbital_gap_ha="0.229 / 0.232" multiplicity=8 lumo_energy_ev="-0.14 / -0.15" charge=0 e_above_lowest_kcal_mol=0.00
P 0.485480 -1.639282 -3.034522 0.25 -0.48 -3.25
P 1.163511 1.698467 -2.486479 -1.09 1.05 -1.49
C 0.936632 -0.442049 -4.452367 -0.29 -0.18 1.00
C 1.877637 0.650611 -3.919826 0.67 0.61 0.13
H -0.051963 -0.043773 -4.757115 0.48 0.03 0.01
H 1.379329 -0.995321 -5.318734 -0.21 0.57 0.73
H 2.828935 0.194631 -3.606504 -0.05 0.13 -0.28
H 2.068061 1.366253 -4.720401 0.46 -0.03 -0.03
C 0.478216 2.970021 -3.597312 -0.16 0.21 -0.18
H -0.184439 3.627563 -3.023538 0.17 0.03 -0.26
H -0.057593 2.536822 -4.450156 0.06 0.13 0.25
H 1.372266 3.517769 -3.939667 -0.58 0.03 -0.17
C 2.327571 2.904745 -1.644783 0.82 -0.47 -0.35
H 1.997781 3.899322 -1.950583 0.06 -0.08 0.18
H 3.353568 2.774203 -1.986299 0.19 0.10 -0.17
H 2.340873 2.853585 -0.549071 -0.35 -0.23 -0.31
C 0.125638 -2.999982 -4.326681 -0.28 -0.36 0.50
H 0.083032 -3.960890 -3.791283 -0.01 0.16 -0.25
H 0.938438 -3.045126 -5.082503 -0.39 0.08 0.60
H -0.825311 -2.883857 -4.867815 0.30 0.17 0.38
C 2.134081 -2.376472 -2.689863 0.64 -0.25 0.06
H 2.911893 -1.674643 -2.304614 -0.33 -0.59 -0.25
H 2.519431 -2.857125 -3.605362 0.11 0.30 0.45
H 1.925662 -3.154420 -1.936810 0.39 0.24 -0.22
Eu 1.588210 -0.191115 -0.707100 -0.05 -0.25 2.61
C -2.630853 1.564293 -3.147828 0.51 -0.15 -0.44
C -2.915718 1.427363 -4.448344 -0.18 0.80 -0.12
C -4.148325 0.847271 -5.049874 -0.39 -1.02 -0.69
C -4.388264 -0.583827 -4.550635 -0.19 0.29 0.62
C -3.138533 -1.388787 -4.274983 -0.61 -0.28 0.52
C -2.668617 -1.616133 -3.042569 1.00 0.41 -0.23
C -2.559712 -0.663796 -1.885277 -0.98 0.46 0.47
C -3.172706 0.777902 -1.979966 -0.30 -0.27 0.39
C 0.496863 -2.149358 0.182824 0.31 0.64 -0.29
H -1.830618 2.262476 -2.913479 0.20 -0.51 0.08
H -2.247845 1.781556 -5.243572 0.00 0.65 0.71
H -4.049272 0.842468 -6.142224 0.20 -0.09 0.10
H -5.061584 1.437517 -4.898286 0.31 0.12 0.35
H -4.969277 -0.524958 -3.616205 0.29 -0.08 -0.24
H -5.031708 -1.149236 -5.230304 0.13 0.05 -0.12
H -2.660701 -1.878963 -5.113701 -0.43 -0.60 -0.11
H -2.010081 -2.470283 -2.866910 0.08 0.23 -0.41
H -1.468375 -0.509077 -1.737417 -0.60 -0.25 0.02
H -2.923447 -1.149384 -0.961617 0.16 0.31 -0.16
H -4.273404 0.770886 -1.938933 0.28 -0.14 -0.15
H -2.837902 1.240866 -1.041634 -0.16 0.14 -0.26
H 1.556385 -2.461429 0.005391 -0.72 -0.71 0.65
H -0.258402 -2.716312 -0.373237 0.26 -0.13 0.66
H 0.306878 -1.774564 1.208461 -0.04 -0.78 -0.54
C 4.206318 0.310173 3.170037 0.20 -0.04 -0.06
C 2.872205 -0.419021 3.103749 -0.18 0.12 -0.21
C 3.037667 -1.893891 2.767640 0.00 0.19 0.18
C 2.206806 -0.315792 4.470348 -0.01 -0.41 0.89
O 2.058389 0.154137 2.014155 0.16 -0.04 0.97
Si 0.851565 1.255024 2.460928 0.08 -0.23 0.60
S 0.062965 1.795414 0.696196 -0.58 0.71 -0.87
O -0.225000 0.577425 3.494091 -0.39 -0.08 0.23
C -1.546773 0.039347 3.765372 0.63 0.37 -0.35
C -2.363285 -0.051639 2.484869 -0.33 -0.13 -0.08
C -1.374303 -1.337441 4.404953 0.01 -0.22 0.01
C -2.229030 1.006580 4.725461 -0.12 0.18 0.13
O 1.748001 2.320658 3.379879 -0.33 0.57 -0.23
C 1.437306 3.639488 3.884236 -0.05 -0.26 -0.24
C 1.783277 4.682383 2.823608 0.06 0.10 0.01
C -0.035831 3.743674 4.246548 -0.19 0.15 0.19
C 2.279197 3.875125 5.135961 0.15 -0.04 0.13
H 4.802558 -0.146223 3.970457 0.03 0.08 -0.20
H 4.088229 1.377017 3.401541 -0.14 -0.33 -0.14
H 4.744262 0.199182 2.223016 0.04 0.06 0.07
H 3.509523 -2.368539 3.636911 0.09 -0.16 -0.40
H 2.049939 -2.348721 2.604371 0.38 0.08 -0.04
H 3.663585 -2.000588 1.870077 -0.15 -0.21 0.19
H 2.124158 0.710467 4.846564 -0.07 -0.35 -0.28
H 1.223549 -0.793324 4.481640 0.34 0.16 -0.01
H 2.827936 -0.856260 5.198315 0.04 0.03 -0.23
H -1.941296 -0.785278 1.780769 -0.03 0.32 0.16
H -3.375704 -0.385007 2.764981 0.21 0.07 -0.19
H -2.434847 0.935324 2.000945 0.08 -0.42 0.11
H -0.782313 -1.287184 5.327606 -0.10 0.09 -0.20
H -2.350540 -1.770743 4.663903 0.15 0.18 -0.10
H -0.883916 -2.032280 3.710791 -0.03 0.18 0.09
H -1.627815 1.170186 5.630014 -0.09 -0.09 -0.24
H -2.377542 1.970215 4.221880 0.03 -0.18 0.17
H -3.212824 0.624096 5.028985 0.20 0.03 -0.08
H 1.201031 4.506959 1.908672 0.14 0.05 0.22
H 1.548225 5.681222 3.227463 0.10 -0.26 -0.27
H 2.855799 4.642442 2.585950 -0.26 0.00 0.01
H -0.281500 3.022898 5.038391 0.00 0.18 -0.29
H -0.241677 4.759873 4.619080 -0.02 -0.30 -0.09
H -0.668438 3.564234 3.366562 0.10 -0.01 0.20
H 2.021037 3.154562 5.924100 0.04 0.15 -0.19
H 3.349491 3.777935 4.916245 -0.19 -0.02 -0.01
H 2.102386 4.892369 5.519558 0.03 -0.32 -0.10